{"formula": "C2H4LiO2Tl", "method": "ωB97M-V with the def2-TZVPD basis set", "de_lowest_kcal_mol": 0.0, "e_tot_ha": -409.07160, "orbital_gap_ev": 6.8077, "symbols": ["O", "H", "C", "C", "O", "H", "H", "H", "Tl", "Li"], "coordinates": [[2.153, -0.086, 1.716], [2.838, -0.435, 2.284], [0.110, -0.254, -1.513], [-0.941, 0.277, -0.853], [-1.134, 0.232, 0.461], [0.833, -0.904, -1.009], [0.189, -0.131, -2.594], [-1.813, 0.602, -1.446], [-2.659, 0.909, 1.501], [0.424, -0.210, 1.452]]}